[1]
{"formula": "C4H6LiO2Yb", "method": "ωB97M-V/def2-TZVPD", "spin_multiplicity": 1, "homo_lumo_gap_ev": 6.140, "charge": 1, "elements": ["O", "C", "C", "Yb", "Li", "H", "H", "C", "C", "O", "H", "H", "H", "H"], "positions_angstrom": [[0.378105, -2.030349, -0.673889], [0.301862, -1.835147, 0.690949], [1.416646, -1.526980, 1.416942], [-1.817833, -1.600281, -0.404097], [1.543396, -0.465242, -1.020335], [2.422573, -1.740088, 1.015368], [1.368951, -1.309330, 2.485585], [-0.811714, 1.546505, -0.887448], [-0.018456, 1.612345, 0.196371], [-1.904590, 0.689111, -0.917472], [-0.781701, 2.255176, -1.715471], [0.790544, 2.343623, 0.196298], [-0.269797, 1.059146, 1.103614], [-2.617987, 1.001505, -1.486416]], "forces_ev_per_a": [[-0.2, 0.7, -0.8], [-0.2, 1.2, 0.6], [-0.3, -0.5, -0.6], [1.5, -1.0, 0.6], [-0.5, -0.9, 0.8], [-0.2, 0.1, 0.1], [-0.1, -0.1, -0.4], [0.7, 1.0, 0.9], [-0.9, 0.1, -0.9], [-0.4, -0.4, 0.0], [0.3, -0.4, 0.0], [-0.2, -0.3, 0.1], [0.4, 0.0, -0.3], [0.2, 0.4, -0.1]]}



[2]
{"formula": "C5H13N3O2", "method": "ωB97M-V/def2-TZVPD", "spin_multiplicity": 1, "homo_lumo_gap_ev": [7.063, 7.061], "charge": 0, "elements": ["C", "C", "C", "C", "O", "O", "H", "H", "H", "H", "H", "H", "H", "H", "N", "N", "C", "N", "H", "H", "H", "H", "H"], "positions_angstrom": [[-0.124657, -1.552937, 0.618687], [-1.541496, -1.178736, 0.333657], [0.685458, -2.082413, -0.533029], [0.859184, -0.099255, 1.287870], [0.091626, 0.497074, 2.240274], [2.038640, -0.300278, 1.479957], [0.664099, 0.762282, 2.978952], [-0.016206, -2.154086, 1.521742], [-1.616186, -0.199021, -0.172171], [-2.121159, -1.082646, 1.249449], [-2.011290, -1.878123, -0.357603], [0.572753, -1.438284, -1.404591], [1.740906, -2.136213, -0.267189], [0.349680, -3.088328, -0.801223], [0.419461, 1.347069, -1.075404], [1.400104, 1.617128, -2.009441], [-1.520488, 2.164401, -0.269909], [-0.659190, 2.080824, -1.224764], [0.662126, 0.733338, 0.071735], [1.776605, 2.560453, -1.958136], [2.122094, 0.909419, -1.970569], [-1.312174, 1.876211, 0.757804], [-2.459892, 2.642122, -0.496098]], "forces_ev_per_a": [[1.5, 2.2, 0.3], [-0.3, 0.9, -0.2], [0.0, 0.0, 0.0], [-0.8, -3.8, 1.6], [-0.3, 0.4, -0.1], [-0.1, 0.7, -0.6], [0.1, 0.0, -0.2], [0.1, 0.1, 0.0], [0.2, -0.4, 0.1], [-0.1, -0.2, 0.0], [0.0, -0.3, 0.2], [0.0, 0.0, -0.1], [0.0, 0.0, 0.0], [0.0, 0.1, 0.0], [0.1, -2.0, 1.9], [0.4, 0.0, 0.1], [0.4, 0.4, -0.3], [-0.7, -0.3, 0.7], [-0.6, 2.3, -3.6], [0.2, -0.2, 0.3], [-0.1, 0.1, 0.0], [0.0, -0.3, -0.1], [0.0, 0.2, -0.1]]}



E_tot, record by record: -40066.674 -13956.278 eV